(1)
# C3H4O3

One molecule with the formula C3H4O3 in a non-equilibrium geometry (ωB97M-V with the def2-TZVPD basis set, the OMol25 dataset).

```
10
Properties=species:S:1:pos:R:3:lowdin_charge:R:1
C -1.057 0.592 1.311 -0.317
C 0.788 -0.594 0.459 -0.219
O 0.130 0.532 0.717 0.029
O -1.366 -0.268 2.069 0.114
H 1.101 -1.339 1.132 0.139
H 0.122 0.947 -1.591 0.070
C 0.356 -0.098 -1.721 -0.018
O 0.889 -0.836 -0.781 -0.004
H 0.640 -0.476 -2.668 0.052
H -1.499 1.571 1.107 0.154
```

Values from the calculation:
Net charge   0
Strongest force on any atom   2.2 eV/Å
HOMO (spin up / spin down)   -0.285 / -0.275 Ha
LUMO (spin up / spin down)   0.027 / 0.024 Ha

=====

(2)
# C3H4O3

One molecule with the formula C3H4O3 (ωB97M-V with the def2-TZVPD basis set, the OMol25 dataset).

```
10
Properties=species:S:1:pos:R:3:lowdin_charge:R:1
H 0.146 -1.595 1.908 0.130
H 1.067 0.458 -1.390 0.135
O 0.214 -2.584 0.143 0.089
C 0.507 0.897 -0.546 -0.184
C 0.171 -1.583 0.809 -0.169
H -1.309 1.455 -0.742 0.081
O -0.441 1.836 -0.963 -0.048
C -0.221 -0.208 0.241 -0.271
H 1.245 1.398 0.098 0.133
O -1.412 -0.065 0.438 0.104
```

Values from the calculation:
Net charge   0
Strongest force on any atom   0.8 eV/Å
HOMO   -0.378 Ha
LUMO   0.004 Ha
SMILES   O=CC(=O)CO

=====

(3)
# C3H4O3

One molecule with the formula C3H4O3 (ωB97M-V with the def2-TZVPD basis set, the OMol25 dataset).

```
10
Properties=species:S:1:pos:R:3:lowdin_charge:R:1
O 0.315 -0.953 -0.351 0.059
H 2.846 -0.035 0.935 0.137
H -0.950 1.448 0.141 0.065
C -1.464 0.693 -0.439 0.046
C 1.053 -0.300 0.561 -0.610
O 2.338 -0.512 0.262 0.155
C -0.952 -0.504 -0.680 -0.163
H -1.458 -1.277 -1.245 0.119
H -2.445 0.924 -0.835 0.063
O 0.662 0.350 1.494 0.129
```

Values from the calculation:
Net charge   0
Strongest force on any atom   0.5 eV/Å
HOMO   -0.362 Ha
LUMO   0.026 Ha
SMILES   C=COC(=O)O

=====

(4)
# C3H4O3

One molecule with the formula C3H4O3 (ωB97M-V with the def2-TZVPD basis set, the OMol25 dataset).

```
10
Properties=species:S:1:pos:R:3:lowdin_charge:R:1
O -1.889 -0.709 1.036 0.077
H 0.833 0.633 -1.597 0.097
O 1.399 1.497 0.279 0.080
C 0.863 0.513 0.729 -0.177
O 0.493 -0.273 -1.528 -0.005
H -1.807 0.316 -0.725 0.143
C 0.182 -0.490 -0.189 -0.331
C -1.316 -0.293 0.063 -0.195
H 0.787 0.314 1.814 0.143
H 0.457 -1.507 0.117 0.167
```

Values from the calculation:
Net charge   0
Strongest force on any atom   0.6 eV/Å
HOMO   -0.376 Ha
LUMO   0.003 Ha
SMILES   O=CC(O)C=O